Entry 1:
Computed, not measured: the ion C16H26N5O8 with charge -3, with ωB97M-V/def2-TZVPD.

Properties
E_HOMO: -0.034 eV
SMILES: CNC(=O)CN(CCN(CCN(CC(=O)[O-])CC(=O)NC)CC(=O)[O-])CC(=O)[O-]
Total charge: -3
Energy above the lowest of the compared OMol25 structures with the same formula, charge and spin: 0.096 eV
E_LUMO: 6.690 eV

The geometry in XYZ format:
```
55
Properties=species:S:1:pos:R:3:forces:R:3
C -4.9880 -1.8960 -2.2367 0.1 -0.1 0.0
N -4.3270 -1.4058 -1.0613 -0.3 0.2 -0.1
C -3.5274 -2.1773 -0.3218 0.0 0.1 0.0
O -3.2585 -3.3477 -0.5759 0.2 -0.4 0.1
C -2.9938 -1.4516 0.9138 0.0 0.0 -0.1
N -2.7574 -0.0401 0.6528 0.0 0.1 0.3
C -1.3467 0.3119 0.5967 0.0 0.0 -0.2
C -0.5539 -0.4431 -0.4813 0.0 0.1 0.1
N 0.5485 0.3764 -0.9757 -0.2 0.0 -0.1
C 1.7132 -0.4148 -1.3550 0.1 0.0 0.2
C 2.5063 -0.9273 -0.1382 -0.2 -0.3 -0.2
N 3.9022 -0.5087 -0.1378 0.0 0.0 0.0
C 4.6864 -1.2960 0.8063 0.4 -0.6 0.1
C 4.9836 -2.7903 0.3661 -0.1 0.9 0.4
O 6.1923 -3.0769 0.2797 0.8 -0.1 -0.1
O 4.0185 -3.5539 0.2113 -0.7 -0.4 -0.2
C 4.0865 0.9305 0.0380 0.1 -0.1 -0.2
C 3.4436 1.5346 1.2867 -0.1 0.1 -0.1
O 3.9797 1.5363 2.3961 0.3 -0.1 0.3
N 2.2301 2.0469 1.0535 -0.1 0.2 -0.1
C 1.4450 2.6583 2.0893 0.1 -0.1 0.1
C 0.1126 1.2344 -2.0623 0.2 0.3 -0.1
C 1.0838 2.4168 -2.4125 -0.6 -0.5 -0.2
O 1.0454 2.8083 -3.5883 -0.1 0.1 -0.5
O 1.7681 2.8950 -1.4862 0.3 0.2 0.6
C -3.4883 0.8316 1.5518 -0.4 0.0 0.1
C -5.0541 0.7213 1.4726 0.7 0.2 0.3
O -5.6592 0.9433 2.5297 -0.2 0.2 0.6
O -5.5614 0.4723 0.3584 -0.2 0.0 -0.6
H -6.0722 -1.9343 -2.0884 0.0 0.0 0.0
H -4.6160 -2.9010 -2.4478 -0.1 0.1 0.0
H -4.7762 -1.2447 -3.0896 0.0 0.0 0.0
H -4.6762 -0.5259 -0.6159 0.2 -0.2 -0.2
H -3.7603 -1.5630 1.6925 0.1 0.0 0.0
H -2.0898 -1.9691 1.2584 -0.1 0.0 -0.1
H -0.8535 0.1604 1.5764 0.0 0.1 -0.1
H -1.2897 1.3782 0.3637 0.0 0.0 0.1
H -0.1428 -1.3645 -0.0646 0.0 0.0 0.0
H -1.2457 -0.7245 -1.2938 0.1 0.0 0.0
H 1.4180 -1.2660 -1.9960 0.0 0.1 0.0
H 2.3597 0.2254 -1.9562 0.0 0.0 0.0
H 1.9885 -0.5971 0.7795 0.0 0.0 0.0
H 2.5384 -2.0202 -0.1382 -0.1 0.2 0.1
H 5.6624 -0.8164 0.9239 -0.2 0.0 0.0
H 4.2056 -1.3328 1.8026 0.0 0.0 -0.1
H 5.1649 1.1165 0.0770 -0.1 0.1 0.0
H 3.6715 1.4431 -0.8329 0.0 0.0 0.0
H 1.9065 2.1740 0.0739 0.1 -0.1 0.2
H 0.4578 2.1935 2.1420 0.0 0.0 0.0
H 1.3151 3.7287 1.8974 0.0 0.0 0.0
H 1.9639 2.5226 3.0411 -0.1 0.0 -0.1
H -0.0761 0.6623 -2.9922 0.0 0.1 0.1
H -0.8339 1.7046 -1.7734 0.0 0.0 -0.1
H -3.2563 1.8681 1.2797 0.0 -0.1 0.0
H -3.1939 0.6936 2.6110 -0.1 0.0 -0.2
```
Forces are in eV/Å.

Entry 2:
Computed, not measured: a cluster of 2 separate species, C16H26N6O9 in total at a distorted geometry, with ωB97M-V/def2-TZVPD.

Properties
E_HOMO: -8.008 eV
SMILES: O=c1[nH]c(=O)c2[nH]c(=O)n(C[C@@H](O)[C@H](O)[C@H](O)CO)c2[nH]1.CNC(=O)[C@H](C)NC(C)=O
E_LUMO: 0.088 eV

The geometry in XYZ format:
```
57
Properties=species:S:1:pos:R:3:forces:R:3
O 0.0302 2.6223 -7.7349 -0.5 -0.4 -0.1
C 0.9596 3.0699 -7.0970 -2.1 -0.8 -1.4
N 1.9840 3.6763 -7.7571 -0.2 -0.4 2.0
C 3.0957 4.0578 -7.0690 2.8 1.1 0.4
O 4.0346 4.5244 -7.6896 0.4 0.2 -0.1
C 3.1248 3.9018 -5.6158 -1.9 -0.7 -0.3
N 4.0707 4.1863 -4.6325 0.1 0.1 -1.0
C 3.5438 3.8925 -3.4047 1.4 1.4 1.0
O 4.0769 4.2034 -2.3513 -0.6 -0.7 0.0
N 2.2940 3.3326 -3.6067 -1.3 -0.8 -0.9
C 1.4126 2.9069 -2.5138 0.3 -0.5 0.3
C 0.7628 1.5148 -2.7005 0.2 -0.6 -0.2
O 1.7535 0.5611 -3.1130 0.0 0.4 0.2
C -0.0106 1.0000 -1.4427 -0.4 0.4 0.5
O -1.3564 1.4899 -1.5350 0.0 0.0 0.0
C 0.5997 1.3984 -0.0714 0.4 -1.3 0.2
O 1.9209 0.8644 0.0500 -0.1 0.4 -0.3
C -0.1922 0.9091 1.1537 -0.1 -0.2 0.3
O -0.0963 -0.5150 1.3195 0.0 0.3 0.1
C 2.0362 3.3648 -4.9763 1.2 0.5 -0.5
N 0.9333 2.9862 -5.7274 0.7 0.1 1.5
H 2.0271 3.6120 -8.7621 -0.1 0.1 0.0
H 4.8852 4.7826 -4.7505 -0.4 -0.4 0.1
H 0.6262 3.6528 -2.3653 0.0 -0.1 0.0
H 2.0217 2.8848 -1.6061 0.2 0.1 -0.3
H 0.0378 1.5918 -3.5159 -0.4 0.0 0.2
H 1.3651 -0.3187 -3.2505 -0.1 0.6 0.1
H -0.0403 -0.0939 -1.4878 0.2 0.0 -0.1
H -1.9166 1.0785 -0.8531 0.5 0.2 -0.4
H 0.6351 2.4903 -0.0079 0.2 -0.1 0.0
H 1.8677 -0.0871 0.2569 -0.3 0.5 0.0
H 0.2215 1.3959 2.0436 0.0 0.1 -0.2
H -1.2414 1.2102 1.0790 -0.1 0.0 0.0
H 0.0036 -0.7367 2.2730 0.0 0.3 -0.6
H 0.2204 2.3901 -5.3260 0.0 0.2 -0.4
C -0.6318 -5.1648 3.7053 0.0 0.4 0.4
N -0.0495 -3.8557 3.9998 -0.4 -1.1 -0.4
C -0.6396 -2.6546 4.0753 0.0 0.5 0.4
O 0.0884 -1.6739 4.1750 -0.4 0.6 -0.2
C -2.1818 -2.4593 3.9779 -0.4 0.0 0.3
C -2.6596 -1.0838 4.4788 0.8 -0.1 0.0
N -3.0098 -3.4973 4.6061 0.2 0.1 -1.4
C -2.8534 -3.9583 5.8482 0.5 -0.4 1.7
C -3.8110 -5.0410 6.2880 0.0 0.1 0.0
O -1.9804 -3.5721 6.6101 0.1 0.3 -0.4
H 0.1353 -5.8186 3.2862 -0.1 0.2 0.0
H -1.4428 -5.0728 2.9821 0.1 0.0 0.1
H -1.0038 -5.6181 4.6258 -0.1 -0.1 -0.1
H 0.9473 -3.8238 4.1538 -0.1 0.2 -0.1
H -2.4021 -2.4935 2.9107 0.0 -0.2 -0.2
H -2.4119 -0.9673 5.5356 0.0 0.0 -0.1
H -3.7386 -0.9915 4.3511 0.1 -0.1 -0.1
H -2.1685 -0.2924 3.9118 0.0 0.0 0.1
H -3.7752 -3.8678 4.0705 0.0 0.0 -0.1
H -3.6872 -5.9148 5.6504 -0.2 -0.1 0.0
H -3.5822 -5.3086 7.3195 0.0 0.1 -0.2
H -4.8327 -4.6706 6.2261 -0.1 -0.2 0.0
```
Forces are in eV/Å.

Entry 3:
Computed, not measured: the ion C16H26NO4 with charge +1, with ωB97M-V/def2-TZVPD.

Properties
E_HOMO: -10.453 eV
SMILES: CC[NH+](CC)C[C@@H](C)OC(=O)COc1ccc(OC)cc1
Total charge: +1
Energy above the lowest of the compared OMol25 structures with the same formula, charge and spin: 0.034 eV
E_LUMO: -2.196 eV

The geometry in XYZ format:
```
47
Properties=species:S:1:pos:R:3:forces:R:3
C 0.9665 0.9789 0.6080 0.0 -0.1 0.1
C 1.3757 0.1543 1.8170 0.3 0.6 -0.2
N 0.5833 -1.1003 1.9250 0.1 -0.2 -0.6
C 1.3159 -2.1772 2.6467 0.3 -0.4 0.5
C 1.7827 -1.7929 4.0417 -0.1 0.0 -0.2
C -0.7803 -0.8675 2.4659 -0.7 -0.1 0.0
C -1.8177 -1.8783 1.9508 0.3 -0.2 0.4
C -2.9958 -1.9923 2.9085 0.2 0.0 -0.4
O -2.3686 -1.4640 0.6847 -0.4 0.1 0.2
C -1.6276 -1.5150 -0.4044 0.1 0.1 -0.2
O -0.4474 -1.8138 -0.3990 -0.1 -0.2 -0.2
C -2.3817 -1.0167 -1.6248 0.0 -0.1 -0.1
O -2.1602 0.3702 -1.6926 -0.1 0.2 0.0
C -1.0393 0.8615 -2.3409 0.1 0.3 -0.1
C 0.0135 0.0972 -2.8266 -0.2 -0.1 0.0
C 1.0784 0.7176 -3.4507 0.1 0.3 -0.1
C 1.1198 2.1033 -3.6045 -0.1 -0.2 0.1
O 2.2143 2.5996 -4.2291 0.0 -0.3 0.0
C 2.2815 3.9846 -4.4859 0.0 0.2 0.0
C 0.0632 2.8634 -3.1069 0.3 0.1 -0.1
C -1.0006 2.2438 -2.4808 -0.2 -0.4 0.1
H -0.0633 1.3227 0.6635 -0.1 0.0 0.0
H 1.0914 0.4130 -0.3127 0.0 0.0 -0.1
H 1.6007 1.8582 0.5453 0.1 0.1 0.0
H 1.2550 0.7268 2.7387 0.0 -0.2 0.0
H 2.4252 -0.1250 1.7132 -0.1 -0.1 0.1
H 0.4156 -1.4480 0.9361 0.0 0.1 0.6
H 0.6611 -3.0482 2.7071 0.0 0.1 -0.1
H 2.1790 -2.4483 2.0353 -0.2 0.0 -0.1
H 2.5042 -0.9820 4.0197 0.1 0.1 0.0
H 0.9585 -1.5124 4.6915 -0.1 0.0 0.1
H 2.2697 -2.6556 4.4878 0.0 -0.1 0.0
H -0.7428 -0.9088 3.5549 0.1 0.0 -0.1
H -1.1126 0.1311 2.1743 0.1 -0.1 0.0
H -1.3536 -2.8630 1.8021 -0.1 0.2 0.0
H -3.4345 -1.0140 3.0825 -0.1 0.1 0.1
H -2.6762 -2.4191 3.8542 0.1 0.0 0.1
H -3.7568 -2.6350 2.4763 0.0 -0.1 0.0
H -3.4555 -1.1480 -1.4739 0.2 0.0 -0.1
H -2.0529 -1.5382 -2.5289 0.0 0.0 0.1
H 0.0277 -0.9766 -2.7266 0.0 -0.1 0.0
H 1.8979 0.1349 -3.8391 0.1 -0.1 -0.1
H 1.4433 4.3179 -5.1044 0.0 0.0 0.0
H 3.2122 4.1364 -5.0291 -0.1 0.0 0.0
H 2.3059 4.5646 -3.5580 0.0 0.0 0.0
H 0.0525 3.9361 -3.2083 0.0 0.1 0.0
H -1.8274 2.8239 -2.1038 -0.1 0.1 0.0
```
Forces are in eV/Å.

Entry 4:
Computed, not measured: a structure of composition C16H27As2ClO2Pb at a distorted geometry, with ωB97M-V/def2-TZVPD.

Properties
E_HOMO: -15.213 eV
Total charge: +2
E_LUMO: -8.737 eV

The geometry in XYZ format:
```
49
Properties=species:S:1:pos:R:3:forces:R:3
Pb 0.6526 0.6593 0.2754 -0.6 -0.7 -0.5
C -1.8482 0.0982 -2.9991 0.2 -0.1 0.1
As -1.6772 1.0079 -1.2855 -0.5 0.6 -0.1
C -2.2606 2.8598 -1.6257 0.1 -0.2 0.0
C -3.0943 0.3315 -0.1351 0.3 0.0 -0.2
C -4.2717 -0.0756 -0.7526 0.2 0.1 -0.2
C -5.3229 -0.5815 -0.0065 0.0 0.0 0.1
C -5.2025 -0.6849 1.3696 0.0 0.0 -0.1
C -4.0275 -0.2941 1.9889 0.2 0.1 0.3
C -2.9666 0.2162 1.2471 0.3 0.0 0.0
As -1.3432 0.6927 2.2246 -0.9 0.2 0.5
C -1.8602 2.3318 3.1879 0.3 -0.1 -0.2
C -1.2278 -0.6596 3.6320 0.3 0.0 -0.1
H -1.9252 -0.9730 -2.8135 0.0 0.1 0.0
H -0.9600 0.3009 -3.6019 -0.1 0.0 0.1
H -2.7263 0.4552 -3.5456 0.1 0.1 0.3
H -3.3510 2.8861 -1.6878 0.1 -0.1 0.0
H -1.8386 3.2230 -2.5613 0.1 0.0 0.0
H -1.9377 3.5084 -0.8115 0.0 0.0 0.0
H -4.3614 -0.0038 -1.8318 -0.1 0.0 0.1
H -6.2291 -0.8974 -0.4993 -0.1 0.0 0.0
H -6.0162 -1.0820 1.9564 0.0 0.0 0.1
H -3.9379 -0.3961 3.0657 -0.1 0.0 -0.1
H -2.7789 2.1418 3.7483 0.1 -0.2 -0.1
H -2.0421 3.1444 2.4840 0.0 -0.1 0.0
H -1.0719 2.6251 3.8827 0.0 -0.1 -0.1
H -1.9207 -0.4276 4.4444 0.0 0.1 -0.2
H -0.2149 -0.6883 4.0368 -0.1 0.0 -0.1
H -1.4813 -1.6298 3.2035 0.0 0.1 0.0
C 5.3014 1.9585 0.7225 0.0 -0.1 -0.1
C 3.9007 1.4646 1.2057 -0.4 0.1 0.4
C 3.2331 2.5427 2.0504 0.0 -0.2 -0.1
C 3.2257 1.1962 -0.0700 0.1 0.2 0.0
H 5.8984 2.1286 1.6175 0.0 0.0 0.0
H 5.2192 2.8940 0.1751 0.0 0.1 0.0
H 5.8078 1.2207 0.1064 0.1 0.0 0.0
H 4.0419 0.5516 1.7894 0.0 0.0 -0.1
H 3.0941 3.4567 1.4768 0.0 0.1 0.0
H 3.8437 2.7770 2.9176 0.0 0.0 0.1
H 2.2597 2.1983 2.4104 -0.1 0.0 0.1
H 3.5217 0.3028 -0.6058 -0.3 -0.3 -0.1
H 3.0384 2.0577 -0.7026 -0.2 0.0 0.0
Cl 1.5795 -1.6898 1.6145 0.9 0.3 0.5
C 0.4261 -2.9345 1.1528 -1.1 -0.7 -0.5
C -0.7616 -2.3696 0.3226 0.5 -0.6 1.0
O -1.7843 -2.9978 0.3000 -0.2 -0.2 -0.1
O -0.5595 -1.2452 -0.2680 0.7 1.5 -0.6
H 0.0460 -3.3976 2.0645 0.1 0.1 -0.1
H 0.9459 -3.6894 0.5580 0.0 0.2 0.1
```
Forces are in eV/Å.